[1]
Density functional theory data (ωB97M-V with the def2-TZVPD basis set) for one molecule with the formula C10H15ClN2O3S at a distorted geometry.

Net charge ... 0
Gap between HOMO and LUMO ... 11.461 eV
Structure (SMILES) ... CC[C@@](C#N)(CCCCS(=O)(=O)O)[C@H](Cl)C#N

```
32
Properties=species:S:1:pos:R:3:forces:R:3:lowdin_charge:R:1
C 1.915 0.981 0.473 0.1 -1.0 0.0 -0.062
C 2.135 0.307 -0.890 -0.3 1.1 0.2 -0.158
C 0.868 -0.170 -1.615 0.1 -0.5 -0.5 -0.472
C 1.250 -0.295 -3.025 0.7 -0.1 -2.7 -0.220
N 1.560 -0.341 -4.148 -0.5 0.0 2.2 0.206
C 0.413 -1.571 -1.196 0.0 0.1 0.9 -0.143
C 0.056 -1.749 0.273 -0.6 0.2 -0.1 -0.161
C -1.363 -1.281 0.647 0.4 -0.5 0.4 -0.196
C -1.443 -0.761 2.081 -0.3 0.2 -0.1 -0.221
S -2.112 0.873 2.082 -0.2 0.6 -0.3 0.579
O -1.209 1.774 1.426 0.7 -0.1 0.2 -0.284
O -3.443 0.868 1.602 -0.7 -0.5 0.3 -0.234
O -2.141 1.255 3.633 -0.1 -0.3 -0.4 -0.134
C -0.227 0.903 -1.577 -0.3 -0.2 0.2 -0.615
Cl -1.648 0.422 -2.542 -0.2 0.0 -0.1 0.751
C 0.276 2.159 -2.077 0.7 2.8 -1.6 -0.246
N 0.628 3.160 -2.562 -0.6 -2.1 1.2 0.205
H 0.889 0.972 0.793 -0.5 0.2 0.0 0.032
H 2.258 1.996 0.484 0.2 0.5 0.0 0.081
H 2.444 0.416 1.224 0.3 0.0 0.4 0.075
H 2.858 -0.486 -0.844 0.2 -0.6 0.1 0.122
H 2.572 1.047 -1.541 0.3 0.2 -0.3 0.109
H -0.425 -1.909 -1.786 -0.2 0.0 -0.4 0.108
H 1.238 -2.233 -1.402 0.4 -0.2 -0.3 0.124
H 0.086 -2.809 0.472 0.2 -0.4 0.1 0.116
H 0.778 -1.305 0.942 0.4 0.2 0.0 0.094
H -1.997 -2.150 0.623 -0.4 -0.3 -0.3 0.117
H -1.792 -0.585 -0.054 -0.1 0.3 -0.3 0.064
H -2.105 -1.361 2.683 -0.3 -0.1 0.3 0.108
H -0.482 -0.751 2.572 0.3 0.2 0.1 0.105
H -1.242 1.541 3.828 0.2 0.3 0.4 0.091
H -0.598 1.083 -0.583 0.0 -0.1 0.4 0.060
```
Positions in Å, forces in eV/Å.

---

[2]
Density functional theory data (ωB97M-V with the def2-TZVPD basis set) for C26H40CrO15 as an isolated structure at a distorted geometry.

Energy relative to the best compared isomer or geometry (same formula, charge and spin) ... 0.0 kJ/mol
Net charge ... +1
Gap between HOMO and LUMO (alpha / beta) ... 6.470 / 7.849 eV
Spin multiplicity ... 4

```
82
Properties=species:S:1:pos:R:3:forces:R:3:mulliken_spin:R:1
Cr -2.375 22.200 0.369 1.1 1.3 -3.9 3.110
C -3.648 21.629 -3.366 -1.5 -0.6 0.0 -0.007
C -3.168 21.903 -2.012 1.3 0.5 1.1 0.019
O -1.991 22.327 -1.784 -0.1 0.0 0.8 -0.075
O -3.867 21.747 -0.961 -0.3 -0.5 1.0 -0.073
H -3.692 22.533 -3.959 0.4 0.1 -0.3 -0.001
H -4.678 21.258 -3.307 0.1 0.1 0.1 -0.004
H -3.095 20.829 -3.848 0.4 0.3 -0.1 -0.001
O -2.988 23.855 0.659 -0.7 -0.8 0.1 0.081
H -2.925 24.625 1.230 0.5 -0.2 0.1 -0.001
O -5.428 23.319 -7.242 -0.6 0.4 0.1 0.000
C -4.681 22.416 -7.401 0.4 0.0 -0.4 0.000
O -3.918 21.949 -6.374 0.3 -0.5 0.1 0.000
C -3.051 20.876 -6.805 -0.3 0.2 -0.1 0.000
C -3.510 20.498 -8.210 0.1 -0.8 -0.5 0.000
C -4.288 21.708 -8.679 0.2 0.1 -0.1 0.000
H -3.184 20.067 -6.089 0.3 -0.1 0.0 0.000
H -2.027 21.253 -6.815 0.0 -0.1 0.2 0.000
H -4.136 19.601 -8.229 -0.2 0.2 0.4 0.000
H -2.696 20.208 -8.878 0.2 0.4 0.2 0.000
H -5.124 21.448 -9.318 -0.2 0.2 0.1 0.000
H -3.665 22.431 -9.215 0.0 -0.1 0.0 0.000
O -1.329 20.437 0.051 -1.0 0.5 0.6 -0.057
C -0.564 19.515 -0.126 0.4 -0.3 -0.2 -0.016
O 0.189 19.057 0.846 -0.2 -0.3 0.0 0.004
C 0.879 17.836 0.419 0.6 0.1 0.4 0.000
C 0.856 17.879 -1.106 0.0 -0.1 0.2 0.000
C -0.358 18.753 -1.403 -0.3 -0.3 -0.1 0.002
H 0.401 16.969 0.874 -0.4 0.2 -0.2 0.000
H 1.865 17.898 0.876 0.1 0.0 -0.2 0.000
H 0.791 16.881 -1.528 0.0 0.0 -0.1 0.000
H 1.759 18.360 -1.479 0.0 -0.1 0.0 0.000
H -1.290 18.199 -1.564 0.1 -0.1 0.0 0.001
H -0.232 19.384 -2.278 -0.1 0.3 0.2 0.000
O -0.573 24.377 -7.935 0.3 -0.1 -0.5 0.000
C -0.604 24.487 -6.753 -0.4 -0.2 0.5 0.000
O -1.569 25.204 -6.134 0.0 0.0 0.1 0.000
C -1.558 25.034 -4.715 0.5 0.6 0.1 0.001
C -0.249 24.307 -4.361 0.2 -0.3 -0.4 0.000
C 0.328 23.878 -5.718 0.2 0.3 0.0 0.000
H -2.488 24.558 -4.436 -0.1 -0.4 0.1 0.000
H -1.547 26.021 -4.251 -0.2 0.1 -0.2 0.000
H -0.399 23.456 -3.698 -0.1 0.1 0.1 0.001
H 0.455 25.009 -3.917 -0.1 0.0 0.3 0.000
H 0.454 22.809 -5.880 -0.3 0.0 0.0 0.000
H 1.318 24.305 -5.887 -0.1 0.0 0.0 0.000
O -7.122 25.688 -4.406 -0.1 0.0 -0.5 0.000
C -6.423 25.579 -3.454 -0.1 0.2 0.6 0.000
O -5.110 25.936 -3.447 0.0 0.1 0.5 0.000
C -4.593 25.954 -2.074 -0.1 -0.6 -1.6 0.000
C -5.509 24.993 -1.320 0.2 0.8 1.5 0.000
C -6.837 25.038 -2.079 1.4 -0.6 -0.5 0.000
H -4.588 26.994 -1.757 -0.1 -0.1 0.3 0.000
H -3.572 25.588 -2.189 0.1 0.1 0.4 0.000
H -5.579 25.319 -0.275 -0.3 0.1 -0.2 0.001
H -5.054 24.012 -1.197 -0.1 -0.2 -0.6 0.001
H -7.607 25.646 -1.623 -0.2 0.0 0.0 0.000
H -7.151 24.014 -2.272 -0.6 0.2 0.1 0.000
O -6.367 18.526 -1.433 -0.2 0.2 0.0 0.000
C -7.176 19.341 -1.079 0.2 -0.4 0.6 0.000
O -8.500 19.200 -1.276 0.3 0.1 -0.7 0.000
C -9.208 20.419 -0.994 -0.1 -0.3 0.6 0.000
C -8.167 21.442 -0.523 0.1 0.6 -0.2 0.000
C -6.893 20.625 -0.315 -0.3 -0.1 -0.3 0.000
H -9.913 20.136 -0.214 -0.1 0.3 0.0 0.000
H -9.755 20.740 -1.875 0.0 -0.1 -0.1 0.000
H -8.520 21.987 0.352 0.1 -0.2 0.2 0.000
H -7.990 22.218 -1.269 -0.1 -0.2 -0.2 0.000
H -6.720 20.415 0.741 0.1 -0.3 -0.1 -0.001
H -5.977 21.016 -0.749 -0.1 0.4 0.2 0.003
O -0.314 22.880 0.302 -0.7 0.2 0.5 0.005
C 0.823 23.196 0.034 0.0 -0.7 -0.2 0.003
O 1.603 23.780 0.918 0.3 0.0 0.5 0.003
C 2.979 23.517 0.526 0.7 -0.1 -0.1 0.001
C 2.901 23.596 -0.972 -0.2 0.4 -0.6 0.000
C 1.592 22.847 -1.222 0.4 0.2 -0.2 0.001
H 3.238 22.510 0.870 -0.1 0.0 0.0 0.000
H 3.688 24.199 0.982 -0.4 0.3 0.2 0.000
H 3.770 23.293 -1.550 0.0 -0.4 0.3 0.000
H 2.730 24.640 -1.255 0.1 0.0 0.1 0.000
H 1.718 21.760 -1.241 0.0 0.0 0.0 0.000
H 1.113 23.157 -2.148 -0.3 -0.1 0.2 -0.001
```
Positions in Å, forces in eV/Å.

---

> Which of these has the lowest net charge?

C10H15ClN2O3S

---

> net charge of number 1 (C10H15ClN2O3S)?

0